1.
151
Properties=species:S:1:pos:R:3 method="wB97M-V/def2-TZVPD" orbital_gap_ev=7.53 charge=-1 total_energy_ha=-2864.32781
N -0.4931 -0.9528 -0.0484
O 0.4690 -0.8096 0.7417
O -1.6106 -1.2621 0.3840
O -0.2999 -0.7241 -1.2674
C 1.2466 3.7928 1.7829
C 1.1168 2.3247 2.0499
C 2.3883 1.7979 2.7050
O -0.0165 1.9848 2.8519
H 1.4523 4.2901 2.7377
H 0.3806 4.2457 1.3040
H 2.1573 3.9504 1.2004
H 0.9378 1.7882 1.1104
H 2.3889 2.0057 3.7758
H 3.3341 2.1237 2.2712
H 2.3855 0.7123 2.5953
H -0.8279 2.3549 2.4474
C -3.0815 -6.0400 0.4678
C -2.7015 -4.8811 1.3689
C -1.3331 -4.2571 1.0838
O -3.6969 -3.8646 1.2409
H -4.0783 -6.4331 0.6650
H -2.3630 -6.8626 0.4701
H -3.0480 -5.7180 -0.5769
H -2.7132 -5.1755 2.4246
H -0.5400 -4.9958 1.2349
H -1.0817 -3.4671 1.7939
H -1.3399 -3.8053 0.0927
H -3.5156 -3.2460 1.9561
C -0.8066 8.1615 -2.4469
O 0.1138 7.1179 -2.1785
C -0.4709 5.8423 -2.2684
C 0.5961 4.7712 -2.0403
N 0.0536 3.4670 -2.3044
C 0.8130 2.3383 -1.8151
C 2.1586 2.0988 -2.4622
O 2.0211 1.6410 -3.7635
C 3.2116 1.2315 -4.3940
H -1.5519 8.2163 -1.6470
H -1.3226 8.0349 -3.4008
H -0.2237 9.0804 -2.4034
H -0.9210 5.6519 -3.2514
H -1.3089 5.6199 -1.5940
H 1.0413 4.8902 -1.0400
H 1.4340 4.9989 -2.7075
H -0.9081 3.3691 -2.0167
H 0.2489 1.4133 -1.9420
H 0.8859 2.4654 -0.7260
H 2.7942 1.3981 -1.9019
H 2.7593 3.0231 -2.4329
H 3.8114 2.1241 -4.5999
H 2.9482 0.7490 -5.3331
H 3.7377 0.5520 -3.7151
C -2.3694 -4.5998 5.1150
O -1.2359 -3.9643 4.5824
C -0.1635 -4.8888 4.3665
C 1.1298 -4.0612 4.3917
N 1.1541 -3.1451 3.2704
C 2.2451 -2.1766 3.2123
C 2.6378 -1.4687 4.5051
O 1.6164 -0.5518 4.8454
C 1.8813 0.2613 5.9549
H -2.6445 -5.5473 4.6397
H -3.2716 -3.9888 5.1321
H -2.2047 -4.8597 6.1698
H -0.3745 -5.3197 3.3865
H -0.1489 -5.5821 5.2117
H 1.9989 -4.7321 4.4587
H 1.0821 -3.5160 5.3365
H 1.3395 -3.7214 2.4564
H 2.0292 -1.4233 2.4528
H 3.1319 -2.6793 2.7979
H 3.5481 -0.9039 4.2789
H 2.7790 -2.1927 5.3141
H 2.6426 1.0462 5.9289
H 2.1527 -0.3853 6.8028
H 0.8943 0.6554 6.1991
C -3.7694 3.6423 -2.9713
O -2.9179 3.2234 -1.9437
C -3.3722 3.1767 -0.6157
C -2.2412 2.7539 0.3364
N -2.6048 2.6716 1.7329
C -3.1178 3.8918 2.3796
C -2.1113 5.0241 2.5569
O -1.8472 5.7083 1.3505
C -0.8638 6.7196 1.5515
H -4.2822 4.5868 -2.7700
H -4.4404 2.8132 -3.2182
H -3.1902 3.8414 -3.8749
H -4.1864 2.4405 -0.6000
H -3.8518 4.0816 -0.2256
H -1.3549 3.3683 0.1610
H -1.9151 1.7594 0.0181
H -3.1249 1.8570 2.0179
H -3.4217 3.6912 3.4081
H -3.9958 4.2665 1.8446
H -1.1889 4.5116 2.8552
H -2.3711 5.7445 3.3390
H -0.0017 6.3611 2.1143
H -1.2660 7.5702 2.1155
H -0.5650 7.1499 0.5988
C -2.2157 0.0941 -4.2075
C -3.3686 -0.2901 -3.2415
C -3.3804 -1.8250 -3.1434
O -4.4962 -2.3214 -2.4292
C -4.7234 -3.7006 -2.6236
N -3.2330 0.2687 -1.8774
H -2.2022 -0.5651 -5.0774
H -1.2274 0.0909 -3.7487
H -2.3714 1.1147 -4.5667
H -4.3124 0.0324 -3.6845
H -2.5185 -2.3146 -2.6715
H -3.4061 -2.2651 -4.1519
H -3.8608 -4.3150 -2.3604
H -5.1722 -3.8964 -3.6022
H -5.5227 -3.9621 -1.9267
H -3.0498 1.2626 -2.0258
H -2.2914 -0.0383 -1.6143
C 3.7833 0.1333 1.2241
C 3.8078 -0.8888 0.0991
C 4.8353 -2.0035 0.3167
O 6.1461 -1.4540 0.3685
C 7.0988 -2.4608 0.6038
N 2.5180 -1.5252 0.0328
H 2.9888 0.8791 1.1867
H 4.7607 0.6247 1.2306
H 3.6726 -0.3277 2.2078
H 4.0388 -0.4575 -0.8853
H 4.7812 -2.6868 -0.5384
H 4.6817 -2.5081 1.2762
H 8.0695 -1.9755 0.7138
H 7.1292 -3.1818 -0.2186
H 6.9365 -3.0024 1.5423
H 2.2702 -1.7414 -0.9282
H 1.7822 -0.8875 0.3255
C 2.0809 -2.7114 -4.5290
C 0.9822 -2.1977 -3.6073
C 0.4156 -3.2862 -2.6593
O -0.2148 -4.2844 -3.4326
C -0.5478 -5.4204 -2.6538
N 1.5299 -1.1218 -2.8140
H 2.4865 -1.9451 -5.1951
H 1.8369 -3.5879 -5.1298
H 2.9719 -3.0029 -3.9614
H 0.1648 -1.8920 -4.2708
H -0.2852 -2.7775 -1.9887
H 1.2138 -3.7480 -2.0693
H 0.2759 -5.6589 -1.9735
H -0.8108 -6.2718 -3.2754
H -1.3826 -5.1472 -1.9986
H 1.9350 -0.3842 -3.3801
H 0.9197 -0.7115 -2.1150

2.
54
Properties=species:S:1:pos:R:3 method="wB97M-V/def2-TZVPD" orbital_gap_ev=1.50 total_energy_ha=-3330.79051
C -1.9382 -0.7141 -1.0320
C -0.7633 -1.3536 -0.2177
C 0.5808 -0.5604 -0.3107
C 1.0332 0.0453 1.0802
C 1.9725 1.2962 0.8460
C 1.9228 2.3936 1.9616
C 2.8362 2.1622 3.1961
C 2.0048 2.5886 4.4817
C 1.4863 4.0970 4.4563
B 1.6206 4.8081 5.9745
N 0.3859 5.7004 6.2850
H -1.6047 -0.2179 -2.0054
H -2.4507 0.0166 -0.3653
H -2.6389 -1.5354 -1.2879
H -1.0830 -1.3541 0.8540
H -0.6663 -2.4202 -0.5051
H 0.5855 0.2196 -1.0997
H 1.3832 -1.2824 -0.5873
H 1.6116 -0.8131 1.5815
H 0.1324 0.2860 1.7405
H 1.5883 1.7703 -0.0888
H 2.9877 0.9186 0.6240
H 0.8651 2.4895 2.3461
H 2.2400 3.3892 1.4991
H 3.7299 2.8697 3.1804
H 3.2580 1.1418 3.2821
H 1.1881 1.8516 4.6318
H 2.7400 2.5360 5.3211
H 2.0701 4.7665 3.7537
H 0.3810 4.0980 4.1986
H 1.6237 3.8998 6.7788
H 2.6302 5.4481 6.0788
H 0.2577 6.4137 5.5680
H -0.3913 5.0578 6.2941
Na 0.8275 4.6836 1.2640
F -1.1866 -0.8303 -3.4609
Li -0.9428 3.4242 5.9703
Ca 4.5174 4.2961 3.1970
B -1.8598 -3.7742 -5.6161
F -2.4136 -3.5612 -4.3505
F -1.8504 -2.5254 -6.3427
F -0.5390 -4.2264 -5.4878
F -2.6228 -4.7326 -6.3038
C -5.8237 -5.0443 -6.4346
Cl -6.5875 -4.7782 -4.8611
Cl -6.3468 -6.5767 -7.1506
H -6.1019 -4.2336 -7.1004
H -4.7449 -5.0644 -6.3056
F -3.2367 -1.2555 -5.8392
Mg 1.1247 -0.6760 3.3674
C 1.4816 -6.3345 -5.8387
O 0.5958 -6.5537 -6.6536
O 2.6272 -5.9161 -6.1168
O 1.3926 -6.5343 -4.6078

3.
52
Properties=species:S:1:pos:R:3 method="wB97M-V/def2-TZVPD" orbital_gap_ev=10.22 charge=+1 total_energy_ha=-1295.19642
O 2.6779 -2.1489 -3.8280
O 1.2823 1.7343 -3.0052
O -1.9410 2.9567 6.6595
O 0.3449 0.3063 2.8373
O -2.8579 -0.4946 5.7943
O -0.6303 2.3790 4.3045
O -3.8658 0.7522 3.5636
C 1.9819 -2.1743 -4.8333
C 1.5584 0.9665 -3.9157
C 0.0427 -0.3693 -0.5505
C 0.3164 -0.9387 -1.7634
C 1.5965 -1.9166 -0.2368
N 0.8402 -0.9923 0.3911
N 2.7004 1.1840 -4.5801
N 0.9849 -1.3186 -5.0692
N 1.2872 -1.8991 -1.5491
C 2.2287 -3.2259 -5.8892
C 3.2182 0.6012 -5.8190
C -1.9936 1.5284 6.7945
C -0.8936 0.1134 3.5318
C -3.0092 0.9296 5.8134
C -1.5564 1.4897 3.6593
C -2.9350 1.4936 4.3697
C -0.3563 -0.5835 -3.0778
C 0.5415 -0.1542 -4.2681
H -1.5057 3.3581 7.4368
H 0.7382 1.1188 3.2292
H -3.3906 -0.8637 5.0648
H -1.0360 2.7298 5.1340
H -4.7836 0.9576 3.8224
H -0.6631 0.4335 -0.3657
H 2.3775 -2.5157 0.2230
H 0.8613 -0.7390 1.3867
H 3.2401 1.9405 -4.1862
H 0.4926 -1.4706 -5.9373
H 1.8165 -2.3560 -2.2946
H 3.0708 -3.8491 -5.5866
H 1.3423 -3.8483 -6.0025
H 2.4646 -2.7459 -6.8380
H 3.9108 1.3055 -6.2853
H 3.7675 -0.3168 -5.6017
H 2.4112 0.4017 -6.5251
H -2.2872 1.2618 7.8155
H -1.0016 1.1005 6.6128
H -1.5429 -0.5823 2.9912
H -0.6911 -0.3039 4.5224
H -4.0059 1.1694 6.2007
H -1.7290 1.8624 2.6435
H -3.2644 2.5393 4.4047
H -0.9808 -1.4245 -3.3839
H -1.0371 0.2460 -2.8748
H -0.1376 0.3722 -4.9394

Number 1: HOMO -5.181 eV, lowest unoccupied orbital energy 2.35 eV. Number 2: HOMO -6.440 eV, lowest unoccupied orbital energy -4.94 eV. Number 3: HOMO -12.195 eV, lowest unoccupied orbital energy -1.97 eV.